8
Properties=species:S:1:pos:R:3:lowdin_charge:R:1 method="wB97M-V/def2-TZVPD" relative_energy_kj_mol=66.87 fmax_ha_per_bohr=0.02623 multiplicity=1 homo_lumo_gap_ha="0.283 / 0.283" homo_energy_ev="-8.97 / -8.97" lumo_ev="-1.261 / -1.261"
O 0.5473 2.3843 -0.9390 -0.57
O -0.3793 -1.5167 -1.3172 -0.64
O -0.4231 -2.5667 1.0134 -0.56
S 0.4089 -0.4319 -0.7380 0.49
S 0.6709 -1.3989 1.2905 0.63
S -0.7336 1.4121 -1.3160 0.62
H 0.3633 2.9136 -0.1569 0.03
H -0.5894 -2.5987 0.0358 0.00

---

61
Properties=species:S:1:pos:R:3:lowdin_spin:R:1 method="wB97M-V/def2-TZVPD" relative_energy_kj_mol=101.67 charge=-2 fmax_ha_per_bohr=0.06818 multiplicity=5 homo_lumo_gap_ha="0.129 / 0.221" homo_energy_ev="0.54 / -1.98" lumo_ev="4.037 / 4.036"
Cr 0.5115 -0.6884 0.4562 2.90
Cl 5.1866 -1.2954 -5.1260 -0.01
C 4.3331 -1.0761 -3.6192 0.01
C 5.0601 -0.7813 -2.4701 0.15
C 4.3836 -0.6560 -1.2684 0.04
C 2.9814 -0.7819 -1.1694 0.08
O 2.4176 -0.7095 -0.0247 0.07
C 2.2459 -0.9975 -2.3978 0.04
C 0.8423 -0.9673 -2.4381 0.28
O 0.0448 -0.7648 -1.4769 0.20
C 2.9674 -1.1916 -3.6021 0.13
H 6.1322 -0.6678 -2.5178 0.01
H 4.9242 -0.4486 -0.3573 0.00
H 0.3814 -1.0992 -3.4269 0.01
H 2.4132 -1.4283 -4.4991 0.01
S 0.9310 -0.9202 2.8118 -0.01
C 2.5230 -1.3026 2.9573 0.00
N 3.6253 -1.5757 3.1814 -0.01
C 1.5584 3.9355 0.0656 0.00
Si 1.5814 2.3667 1.1894 0.01
C 3.4404 1.9153 1.3857 0.00
C 0.8874 2.8580 2.9206 0.00
O 0.6421 1.2659 0.5515 0.03
H 2.1271 4.7423 0.5217 0.00
H 0.5459 4.2877 -0.0981 0.00
H 2.0009 3.7224 -0.9036 0.00
H 3.9845 2.6275 2.0025 0.00
H 3.9324 1.8695 0.4182 0.00
H 3.5366 0.9340 1.8410 0.00
H 1.4300 3.6759 3.3879 0.00
H 0.9312 1.9941 3.5790 0.00
H -0.1572 3.1445 2.8387 0.00
C -3.6676 1.4382 -1.9596 0.00
As -1.9544 1.2959 -0.8847 0.00
C -2.3302 2.9124 0.2016 0.00
C -0.8498 2.2470 -2.2311 0.00
H -3.8700 2.4427 -2.3333 0.00
H -4.4963 1.1204 -1.3278 0.00
H -3.6118 0.7525 -2.8051 0.00
H -2.6879 3.7555 -0.3929 0.00
H -1.4004 3.1790 0.6936 0.00
H -3.0621 2.6608 0.9639 0.00
H -1.2500 3.2240 -2.5059 0.00
H -0.7474 1.6369 -3.1271 0.00
H 0.1364 2.3700 -1.7912 0.00
O -3.2738 -0.0114 1.5456 0.01
C -2.6923 -1.0711 1.3015 0.01
N -1.4594 -1.1717 0.7187 0.01
S -1.1866 -2.6540 0.1719 0.01
O 0.2372 -2.8997 0.4148 0.00
O -1.6080 -2.9488 -1.1777 0.00
C -2.3853 -3.4672 1.2158 0.00
C -2.7158 -4.7789 1.4389 0.00
C -3.9066 -5.0652 2.1016 0.00
C -4.7781 -4.0200 2.4582 0.00
C -4.4594 -2.7061 2.2025 0.00
C -3.2338 -2.4012 1.5962 0.00
H -2.0553 -5.5708 1.1144 0.00
H -4.1814 -6.0898 2.3087 0.00
H -5.7224 -4.2665 2.9260 0.00
H -5.1332 -1.9000 2.4493 0.00

---

19
Properties=species:S:1:pos:R:3:lowdin_spin:R:1 method="wB97M-V/def2-TZVPD" relative_energy_kj_mol=76.90 charge=+1 fmax_ha_per_bohr=0.06801 multiplicity=2 homo_lumo_gap_ha="0.462 / 0.299" homo_energy_ev="-15.62 / -16.04" lumo_ev="-3.052 / -7.895"
C 1.7810 -1.3342 -1.0193 0.08
N 0.5928 -1.7292 -0.3035 0.63
C -0.4664 -0.7447 -0.3779 0.08
C -0.4625 0.4381 0.7045 0.08
C -1.9332 0.7922 0.9443 0.01
C 0.3396 1.5692 0.1480 0.01
H 2.1868 -2.2622 -1.4405 0.03
H 1.6695 -0.5740 -1.7819 0.00
H 2.5225 -0.9513 -0.3061 0.04
H 0.6523 -2.1319 0.6307 0.02
H -0.3187 -0.2163 -1.3138 0.00
H -1.4336 -1.2278 -0.5419 0.02
H -0.0746 -0.0555 1.5992 0.00
H -2.0657 1.3937 1.8444 0.00
H -2.3597 1.3619 0.1238 0.00
H -2.4748 -0.1340 1.1328 0.00
H 1.4265 1.4122 0.1127 0.00
H 0.0826 1.8842 -0.8639 0.00
H 0.3356 2.5095 0.7083 0.01

---

76
Properties=species:S:1:pos:R:3:lowdin_charge:R:1 method="wB97M-V/def2-TZVPD" charge=-2 fmax_ha_per_bohr=0.05345 multiplicity=1 homo_lumo_gap_ha=0.120 homo_energy_ev=0.37 lumo_ev=3.644
Pd 15.4090 9.6109 8.3416 0.67
N 15.7844 11.9229 4.6336 -0.01
C 15.6561 11.3221 5.9180 -0.91
S 15.8794 9.5731 6.1182 0.50
N 15.4129 12.1404 6.8757 -0.05
N 15.4798 11.5603 8.1542 -0.25
C 14.7480 12.2075 9.1527 -0.19
C 14.3998 11.4860 10.2788 -0.33
C 13.7628 11.9355 11.4790 -0.10
C 13.6639 11.0959 12.5652 -0.17
C 14.0949 9.7519 12.5279 -0.14
C 14.5238 9.3005 11.2656 -0.19
N 14.6560 10.0942 10.2301 -0.07
H 15.8936 11.0910 4.0418 0.02
H 14.9344 12.3761 4.2906 0.05
H 14.5968 13.2540 9.1385 0.07
H 13.5932 13.0249 11.6023 0.09
H 13.2598 11.4678 13.4644 0.06
H 13.9130 9.0924 13.3263 0.04
H 14.9095 8.3441 11.1148 0.07
C 7.1351 10.3794 7.2792 -0.17
C 8.5328 10.2051 7.8908 -0.70
C 8.4590 9.2767 9.0936 -0.15
C 8.9741 11.5711 8.4478 -0.12
Sb 9.8619 9.4375 6.2029 1.53
C 10.8981 11.2693 5.4978 -0.75
C 11.8494 10.7905 4.3895 -0.14
C 9.8988 12.1586 4.8521 -0.17
C 11.7443 11.9785 6.5309 -0.11
C 11.5327 8.3861 7.2390 -0.69
C 10.8474 7.0000 7.5293 -0.19
C 12.0330 8.9011 8.5830 -0.12
C 12.7571 8.0068 6.3970 -0.16
H 6.5174 10.9419 7.9392 0.05
H 6.5973 9.4480 7.0378 0.07
H 7.1981 10.9843 6.3177 0.07
H 7.6058 9.6023 9.7022 0.08
H 9.3678 9.2713 9.7408 0.07
H 8.2988 8.2230 8.8298 0.06
H 8.3141 11.9026 9.1978 0.06
H 9.0139 12.3173 7.6431 0.06
H 9.9370 11.3798 8.9193 0.08
H 11.3022 10.1104 3.7161 0.06
H 12.6989 10.2042 4.7598 0.06
H 12.1799 11.6279 3.8098 0.07
H 9.5432 11.7328 3.9147 0.06
H 10.3649 13.1443 4.5882 0.09
H 9.0184 12.3191 5.5237 0.06
H 12.5665 11.3127 6.7808 0.06
H 11.2740 12.3144 7.4105 0.04
H 12.2730 12.8548 6.0840 0.10
H 9.8887 7.0358 8.1171 0.05
H 11.5874 6.4289 8.1515 0.09
H 10.6558 6.4345 6.5799 0.07
H 11.2312 9.0693 9.3542 0.07
H 12.6002 9.8332 8.5322 0.05
H 12.7383 8.1842 8.9838 0.06
H 12.4355 7.7032 5.3862 0.07
H 13.3629 7.2451 6.9165 0.09
H 13.3735 8.9094 6.2360 -0.01
O 16.2090 5.2962 8.4282 -0.01
C 16.3318 6.4352 8.8753 -0.65
O 15.4807 7.3608 8.7396 -0.14
C 17.5873 6.7590 9.6788 -0.09
C 17.9747 7.9947 10.1602 0.01
C 19.1935 8.1347 10.8977 -0.05
C 19.9619 7.0390 11.1688 -0.03
C 19.5937 5.7644 10.6698 -0.17
C 18.4201 5.6303 9.9140 0.08
N 20.3915 4.6486 10.9840 -0.35
O 20.3111 3.6762 10.2528 0.06
O 21.1679 4.7119 11.9775 0.01
H 17.3353 8.8177 10.1045 0.07
H 19.5191 9.1290 11.2473 0.11
H 20.8658 7.1624 11.7107 0.09
H 18.0870 4.7305 9.4199 0.12

---

96
Properties=species:S:1:pos:R:3:lowdin_spin:R:1 method="wB97M-V/def2-TZVPD" relative_energy_kj_mol=167.77 fmax_ha_per_bohr=0.01104 multiplicity=2 homo_lumo_gap_ha="0.196 / 0.198" homo_energy_ev="-6.31 / -6.23" lumo_ev="-0.976 / -0.839"
Ti -0.2080 -0.2398 0.0056 0.04
C 2.2817 -4.3723 -0.5647 0.00
C 0.9417 -4.3508 -0.1461 0.00
N 0.7367 -3.4367 0.7913 0.00
N 1.9385 -2.8544 0.9986 0.00
C 2.8777 -3.3951 0.1947 0.00
B 2.1679 -1.7087 1.9994 0.00
N 2.6636 -0.4362 1.2610 0.00
C 3.9239 -0.0306 1.0349 0.00
C 3.8882 1.0726 0.2062 0.00
C 2.5296 1.2846 -0.0316 0.00
N 1.8036 0.3763 0.6144 0.00
N 0.8411 -1.3913 2.7192 0.00
C 0.5701 -1.5324 4.0242 0.00
C -0.7299 -1.1236 4.2469 0.00
C -1.1952 -0.7328 2.9936 0.00
N -0.2419 -0.9042 2.0757 0.00
N 3.2023 -2.1374 3.0278 0.00
C 3.4227 -3.3965 3.4822 0.00
C 4.2716 -3.3095 4.5568 0.00
C 4.5148 -1.9280 4.6920 0.00
N 3.8650 -1.2275 3.7791 0.00
H 2.7417 -5.0044 -1.3041 0.00
H 0.1229 -4.9708 -0.4797 0.00
H 3.8996 -3.0525 0.2279 0.00
H 4.7503 -0.5275 1.5127 0.00
H 4.7209 1.6480 -0.1570 0.00
H 2.0394 2.0381 -0.6298 0.00
H 1.3193 -1.9051 4.7027 0.00
H -1.2599 -1.1022 5.1821 0.00
H -2.1478 -0.3191 2.7073 0.00
H 2.9573 -4.2461 3.0110 0.00
H 4.6631 -4.1175 5.1497 0.00
H 5.1377 -1.4196 5.4112 0.00
N -1.5437 -1.9440 -0.5597 0.00
N -2.8588 -1.4611 -0.6918 0.00
C -3.1324 -0.2822 0.0091 0.00
O -4.2680 0.0707 0.2242 0.00
O -2.0454 0.3365 0.3929 0.00
H -1.1980 -2.2990 -1.4445 0.00
H -1.4341 -2.6607 0.1591 0.00
H -3.6050 -2.1398 -0.7180 0.00
C -4.0483 0.5741 -10.3506 0.00
O -3.1729 -0.2950 -9.6574 0.05
C -2.1394 0.2635 -8.9748 0.09
C -1.8649 1.6310 -8.9415 -0.01
C -0.7841 2.0913 -8.2137 0.10
C 0.0374 1.2100 -7.4934 0.01
C -0.2451 -0.1714 -7.5515 0.09
C -1.3162 -0.6284 -8.2822 -0.01
N 1.0581 1.7593 -6.7683 0.47
N 1.8209 0.9155 -6.0986 0.19
C 1.6344 0.5642 -4.8719 0.02
C 2.5989 -0.3785 -4.3152 0.00
C 2.4095 -0.9859 -3.1286 -0.01
C 1.2695 -0.6495 -2.3265 -0.01
O 0.9640 -1.2041 -1.1603 -0.01
C 0.4503 0.3815 -2.7115 0.00
N -0.4947 0.7214 -1.7536 -0.01
C -1.4464 1.6312 -2.1307 -0.01
C -1.4287 2.2528 -3.3352 0.00
C -0.4076 1.9649 -4.2878 0.00
C 0.5317 1.0169 -3.9953 0.00
H -4.8133 -0.0579 -10.7926 0.00
H -3.5257 1.1163 -11.1427 0.00
H -4.5186 1.2893 -9.6711 0.00
H -2.4791 2.3370 -9.4805 0.00
H -0.5520 3.1481 -8.1811 0.00
H 0.3927 -0.8693 -7.0269 0.01
H -1.5416 -1.6852 -8.3413 0.00
H 3.4542 -0.6057 -4.9364 0.00
H 3.1063 -1.7252 -2.7537 0.00
H -2.2145 1.8360 -1.3962 0.00
H -2.2082 2.9626 -3.5750 0.00
H -0.3969 2.4859 -5.2308 0.00
C -2.2896 6.4733 -0.6639 0.00
Ge -2.2305 4.9689 0.5894 0.00
C -3.7614 3.7848 0.3261 0.00
C -2.1410 5.6228 2.4288 0.00
C -0.5906 3.9346 0.2287 0.00
Se -0.4091 2.4337 1.4744 0.00
C 1.1973 3.0526 2.3687 0.00
H -3.1578 7.1026 -0.4647 0.00
H -2.3584 6.1145 -1.6916 0.00
H -1.3946 7.0901 -0.5749 0.00
H -4.6306 4.1568 0.8691 0.00
H -3.5565 2.7721 0.6781 0.00
H -4.0265 3.7296 -0.7314 0.00
H -3.0538 6.1616 2.6851 0.00
H -1.2970 6.3016 2.5593 0.00
H -2.0303 4.7887 3.1222 0.00
H 0.3071 4.5439 0.3374 0.00
H -0.6003 3.5416 -0.7867 0.00
H 0.9829 3.9974 2.8633 0.00
H 2.0151 3.1661 1.6614 0.00
H 1.4658 2.3028 3.1114 0.00

---

11
Properties=species:S:1:pos:R:3:lowdin_charge:R:1 method="wB97M-V/def2-TZVPD" relative_energy_kj_mol=213.63 fmax_ha_per_bohr=0.12987 multiplicity=1 homo_lumo_gap_ha=0.345 homo_energy_ev=-8.82 lumo_ev=0.579
C -0.0003 -1.4516 -0.3820 -0.25
C 1.3967 0.7104 0.6486 -0.05
C 0.3120 -0.1827 -0.1490 -0.24
O -1.3546 -1.4811 -0.5340 -0.26
O -1.9904 0.8761 0.7575 -0.35
P -1.5208 0.3049 -0.5186 0.82
H 0.4502 -2.4219 -0.4151 0.11
H 0.9637 0.9352 1.5840 0.04
H 1.3627 1.8132 0.2138 0.11
H 2.2913 0.2543 0.6616 0.01
H -1.9105 0.6432 -1.8670 0.05